Computed, not measured: a 7-piece molecular cluster, C26H58NO7P2 overall, with ωB97M-V/def2-TZVPD.

```
94
Properties=species:S:1:pos:R:3:mulliken_charge:R:1
P -0.7502 -0.9103 0.3408 0.3805
P -1.1132 -0.5425 -1.8231 0.3303
O 1.8154 0.7838 4.0961 -0.3821
O -6.3419 2.7526 -5.7692 -0.4869
O -5.9957 3.3080 -9.5515 -0.5492
O 2.4166 -2.2436 6.4425 -0.5565
O 7.0865 -1.6742 4.8126 -0.5171
O -0.8555 0.4808 1.1492 -0.5536
O 2.5832 -2.1653 -0.0695 -0.4591
N -5.2824 2.7794 -1.8264 -0.3386
C -4.7740 2.6858 -9.9407 0.3179
C -3.9497 3.0491 -2.4340 -0.3112
C 8.1066 -3.7297 4.0962 -1.2008
C 3.1888 -1.6147 7.4621 0.4397
C 2.5989 -4.0787 1.3856 -1.2196
C -7.3964 1.7982 -5.6780 0.4795
C 1.6587 2.1539 4.4559 0.4165
C 7.8264 -2.8036 5.2690 0.3261
C -2.6129 2.1695 -2.5275 -0.2305
C 7.0406 -3.5132 6.3601 -1.1251
C 2.2653 -1.1391 8.5723 -1.2846
C -6.8044 0.4010 -5.5821 -1.0293
C 1.7901 3.0195 3.2129 -1.1171
C 3.9726 -0.4594 6.8601 -0.6550
C 0.3076 2.3475 5.1257 -1.1235
C 0.4461 0.2368 -2.6371 -0.5476
C -4.7104 1.2867 -9.3491 -1.0133
C 4.3772 -3.7398 -0.3554 -1.2975
C 1.7461 2.0216 -0.4941 -0.1367
C -2.5841 0.6736 -1.8885 0.5082
C -8.2618 2.1176 -4.4694 -1.1558
C -4.0335 0.3128 -1.2411 -0.4090
C 1.2611 1.2244 -1.5718 -0.2485
C -3.6040 3.5380 -9.4755 -1.1377
C 2.9095 -3.5512 -0.0061 0.4165
C -5.2158 1.3937 -1.2857 -0.2274
H 1.6986 -1.9793 8.9879 0.3355
H 1.8974 2.7883 0.4058 0.2907
H -1.4859 -1.8302 -2.4056 0.2651
H -3.7887 0.7752 -9.6432 0.3976
H -3.8638 4.1475 -2.8996 0.3244
H 4.6560 -4.7977 -0.3309 0.3928
H -3.6696 4.5459 -9.8992 0.3146
H -4.1984 -0.7350 -0.7292 0.2198
H 4.5894 0.0357 7.6164 0.4063
H -6.1640 0.3067 -4.6980 0.1729
H 8.6883 -4.6013 4.4116 0.3794
H 2.8244 -5.1469 1.4624 0.4055
H -5.5652 0.6886 -9.6827 0.3049
H 1.1396 -0.6579 -3.0073 0.4202
H -1.8922 -1.6959 0.8245 0.1663
H 7.5904 -4.3783 6.7435 0.4316
H -4.7572 1.3214 -8.2549 0.1019
H -2.6492 3.0941 -9.7734 0.3567
H -8.6711 3.1307 -4.5462 0.3163
H 0.1628 3.3890 5.4289 0.3997
H 7.1731 -4.0785 3.6406 0.2556
H -7.6730 2.0841 -3.5459 0.1584
H -6.0064 3.3677 -8.5818 0.3397
H 1.5418 -3.9252 1.6282 0.2906
H 2.4585 2.4007 5.1626 0.3084
H 1.7972 -1.5852 6.0863 0.3396
H -6.1741 0.1896 -6.4525 0.2117
H 8.7720 -2.4321 5.6787 0.2939
H 6.0693 -3.8544 5.9847 0.2769
H -3.6116 3.6525 -8.3857 0.2409
H -5.8054 2.6849 -4.9621 0.2601
H 2.7625 2.8606 2.7344 0.3652
H -1.6518 2.5982 -3.0552 0.2240
H 0.2224 1.7092 6.0118 0.2636
H 2.8310 -0.6644 9.3800 0.3669
H 0.1974 0.8801 -3.6065 0.4280
H -7.9947 1.8826 -6.5917 0.3096
H 1.0268 2.7586 2.4712 0.0620
H 1.5310 -0.4209 8.1906 0.2350
H -7.5909 -0.3579 -5.5263 0.3957
H 4.6237 -0.8147 6.0542 0.1083
H 4.5887 -3.3444 -1.3547 0.3149
H 3.1319 -1.6978 0.5819 0.3193
H 1.1094 0.5557 3.4688 0.2353
H -9.0920 1.4102 -4.3803 0.3908
H 2.2862 -4.0687 -0.7434 0.2343
H 3.2988 0.2829 6.4177 -0.0190
H 6.8356 -2.8312 7.1922 0.2587
H -0.5083 2.0628 4.4518 0.2220
H 0.5228 -1.5327 0.5971 0.1441
H 8.6620 -3.2020 3.3134 0.3154
H 1.6899 4.0811 3.4587 0.3754
H 6.2452 -1.9945 4.4471 0.2962
H -4.7720 2.6234 -11.0344 0.3093
H 3.8830 -2.3646 7.8567 0.2664
H 5.0197 -3.1924 0.3433 0.3313
H 3.1784 -3.5434 2.1460 0.2821
H -6.2308 1.0508 -0.7533 0.2851
```

Results
Charge = +1
Energy relative to the best compared isomer or geometry (same formula, charge and spin) = 973.7 kJ/mol
LUMO = -4.9 eV
Orbital gap = 6.599 eV
HOMO = -0.4209 Eh



Computed, not measured: the molecule C3H5N5, with ωB97M-V/def2-TZVPD.

```
13
Properties=species:S:1:pos:R:3:mulliken_charge:R:1
N -1.0788 1.5737 0.0324 -0.4951
N -1.9353 -0.6872 -0.0418 -0.5829
N 1.2280 1.9261 -0.0455 -0.6444
N 1.6774 -0.8100 0.0248 -0.9345
N 0.3766 -0.3218 0.0278 0.2855
C 0.2542 1.1202 -0.0149 0.4952
C -2.0220 0.6927 0.0260 0.0823
C -0.7153 -1.1146 -0.0365 0.2169
H -3.0279 1.1058 0.0545 0.3711
H 2.0967 1.4001 -0.0740 0.3086
H 1.7952 -1.3841 -0.7950 0.2422
H -0.5182 -2.1773 -0.0363 0.4090
H 1.8693 -1.3235 0.8785 0.2459
```

Results
Energy relative to the best compared isomer or geometry (same formula, charge and spin) = 156.3 kJ/mol
LUMO = 0.3 eV
Orbital gap = 9.377 eV
HOMO = -0.3352 Eh
SMILES string = [H]/N=c1/ncncn1N



Computed, not measured: a 2-piece molecular cluster, CHFN2O5 overall, with ωB97M-V/def2-TZVPD.

```
10
Properties=species:S:1:pos:R:3:mulliken_charge:R:1
F -0.6378 0.8282 -2.1341 -0.2038
O 0.5019 -0.5808 -0.1367 -0.4514
O -0.6317 2.6092 -0.7826 -0.4222
O -0.9732 -1.3643 0.6099 -0.2767
O 0.9512 1.2855 0.9981 -0.4355
O -0.1959 -3.4226 0.6208 -0.4225
N -0.9452 -2.5252 0.7340 0.7726
N 0.4033 0.6928 -0.1446 0.5970
C -0.3344 1.4817 -0.9853 0.4868
H 1.8618 0.9955 1.2205 0.3558
```

Results
Energy relative to the best compared isomer or geometry (same formula, charge and spin) = 187.6 kJ/mol
LUMO (alpha / beta) = -1.1 / -1.2 eV
Orbital gap (alpha / beta) = 8.489 / 8.465 eV
HOMO (alpha / beta) = -0.3508 / -0.3547 Eh



Computed, not measured: the molecule C6H11ClSi, with ωB97M-V/def2-TZVPD.

```
19
Properties=species:S:1:pos:R:3:mulliken_charge:R:1
Cl -1.0880 -2.2657 1.2436 -0.3122
Si -0.6929 -0.6587 0.1234 0.5535
C -1.3137 -1.0147 -1.5652 -1.0803
C 1.1323 -0.2426 0.1489 0.7511
C 1.7297 0.0136 -1.0533 -1.0786
C -1.4521 2.1456 0.5973 -0.5345
C -1.6233 0.8409 0.9086 -0.2736
C 2.0176 -0.3617 1.3418 -1.0392
H -2.1417 -1.7884 -1.6672 0.3076
H 1.3227 -0.1139 -2.0180 0.2543
H -1.8818 3.0583 1.0306 0.2854
H 2.7816 0.2320 -1.2696 0.2666
H -2.3722 0.6404 1.7439 0.2471
H 1.6134 -1.2621 1.8634 0.2523
H -0.5001 -1.4754 -2.2252 0.3010
H -0.7527 2.2939 -0.2388 0.1840
H 1.8680 0.5344 2.0713 0.2278
H 3.1290 -0.3760 1.0986 0.3433
H -1.7757 -0.1999 -2.1339 0.3445
```

Results
Energy relative to the best compared isomer or geometry (same formula, charge and spin) = 0.0 kJ/mol
LUMO = 0.9 eV
Orbital gap = 10.495 eV
HOMO = -0.3536 Eh
SMILES string = C=C[Si@](C)(Cl)C(=C)C



Computed, not measured: an isolated ion of composition C3H9N2S and charge -1, with ωB97M-V/def2-TZVPD.

```
15
Properties=species:S:1:pos:R:3:mulliken_charge:R:1
S 2.5655 -1.0890 -1.2241 -0.6334
N 0.9711 0.6453 1.1220 -0.7156
N -1.9404 1.3916 0.2693 -0.5827
C 0.3762 0.0160 -0.1400 0.0343
C -1.1257 0.1034 0.2091 -0.4757
C 0.9602 -1.4617 -0.6280 -0.8029
H -1.6560 -0.5714 -0.4817 0.2788
H 1.8195 0.0656 1.1956 0.3097
H -1.4638 2.1854 -0.0402 0.2089
H 0.6042 0.6366 -1.0559 0.2030
H -2.6675 1.3690 -0.3887 0.2337
H -1.1738 -0.3790 1.2732 0.1795
H 1.4159 1.4827 0.9003 0.2294
H 0.8096 -2.2087 0.3100 0.2226
H 0.5050 -2.1858 -1.3208 0.3102
```

Results
Charge = -1
Energy relative to the best compared isomer or geometry (same formula, charge and spin) = 197.8 kJ/mol
LUMO = 4.1 eV
Orbital gap = 6.559 eV
HOMO = -0.0912 Eh
SMILES string = NC[C@@H](N)C[S-]



Computed, not measured: an isolated ion of composition C3H3N2O3PS2 and charge -2, with ωB97M-V/def2-TZVPD.

```
14
Properties=species:S:1:pos:R:3:mulliken_charge:R:1
S 0.1033 0.9594 0.1625 0.1788
S 2.2684 -2.4026 -0.3477 -0.7598
P 2.6093 -0.3824 -0.2037 0.6666
O 3.6225 -0.0446 -1.2453 -0.7159
O 2.6374 0.2503 1.1591 -0.7269
O 1.1071 0.3598 -0.8401 -0.2148
N -2.2979 1.3966 -0.8520 -0.4714
N -2.4402 0.2221 -0.3982 -0.5821
C -1.3336 -1.3987 1.0316 -0.7032
C -1.3722 -0.2998 0.2686 0.5596
C -1.1316 1.9508 -0.6187 -0.3016
H -0.4572 -1.5621 1.3926 0.3627
H -1.1324 3.0079 -0.8443 0.4666
H -2.1829 -2.0568 1.3355 0.2414
```

Results
Charge = -2
LUMO = 5.8 eV
Orbital gap = 5.716 eV
HOMO = 0.0018 Eh